{"formula": "C17H46Br2N19O8", "method": "the ωB97M-V functional and the def2-TZVPD basis", "largest_force_ha_per_bohr": 0.0794, "total_charge": 1, "spin_multiplicity": 1, "homo_ev": -10.504, "mol_weight_g_mol": 804.49, "elements": ["C", "C", "C", "N", "C", "N", "C", "C", "C", "Br", "C", "C", "Br", "N", "H", "H", "H", "H", "H", "H", "H", "H", "H", "H", "H", "H", "H", "H", "C", "O", "N", "N", "H", "H", "H", "H", "C", "O", "N", "N", "H", "H", "H", "H", "C", "O", "N", "N", "H", "H", "H", "H", "C", "O", "N", "N", "H", "H", "H", "H", "C", "O", "N", "N", "H", "H", "H", "H", "C", "O", "N", "N", "H", "H", "H", "H", "C", "O", "N", "N", "H", "H", "H", "H", "C", "O", "N", "N", "H", "H", "H", "H"], "coordinates": [[7.714950, 1.038858, -0.304260], [7.319573, 0.761322, -1.433018], [6.994342, 0.047043, -2.782422], [5.556892, -0.287273, -2.966152], [4.797242, -0.931727, -2.117013], [5.214059, -1.406626, -0.818310], [4.009366, -1.941008, -0.069921], [2.746462, -1.574141, -0.972235], [1.946567, -0.232451, -0.688223], [0.897301, -0.483024, 1.003087], [0.859676, 0.065506, -1.842212], [0.151882, 1.499094, -1.663132], [-0.475436, -1.428832, -1.842480], [3.398165, -1.298292, -2.307361], [8.152282, 1.170681, 0.727473], [7.604162, -0.892926, -2.957454], [7.277550, 0.774145, -3.615700], [5.109629, -0.006756, -3.853909], [5.356556, -0.531039, -0.273210], [4.118169, -3.000728, 0.327106], [3.901920, -1.273552, 0.848773], [2.109366, -2.507283, -0.912074], [2.584711, 0.697934, -0.613507], [1.310070, 0.064883, -2.875931], [0.787906, 2.103091, -0.948321], [0.122005, 1.989166, -2.692151], [-0.926710, 1.390856, -1.308871], [3.494804, -2.281014, -2.645923], [2.297849, -3.354805, 4.460109], [2.657496, -3.903040, 5.489364], [1.331375, -3.875308, 3.651519], [2.827256, -2.181321, 4.030765], [1.020587, -3.441721, 2.801598], [0.914581, -4.745345, 3.936560], [3.544057, -1.762788, 4.599926], [2.543905, -1.716075, 3.188445], [-4.377044, 1.496618, -0.492846], [-4.057191, 1.695049, -1.659561], [-5.072594, 2.392701, 0.237341], [-4.052437, 0.347205, 0.167393], [-5.340421, 2.246678, 1.192307], [-5.330651, 3.256841, -0.216917], [-3.533139, -0.344703, -0.347053], [-4.301002, 0.161489, 1.120769], [-3.033735, 5.092719, 0.837987], [-4.181643, 4.708541, 0.974036], [-2.475456, 6.039966, 1.638620], [-2.211356, 4.604821, -0.129722], [-1.532604, 6.368736, 1.541748], [-3.054287, 6.424465, 2.365958], [-2.591702, 3.900388, -0.743957], [-1.263656, 4.905929, -0.261119], [3.929960, 1.031491, 5.231214], [4.075541, 0.183826, 4.354589], [4.951702, 1.440861, 6.028914], [2.741344, 1.628340, 5.474208], [4.854586, 2.131345, 6.750118], [5.851375, 1.017666, 5.876220], [1.959015, 1.344888, 4.900326], [2.599725, 2.324504, 6.182386], [-8.004325, 4.331961, -1.590548], [-6.826193, 4.612459, -1.443400], [-8.855808, 4.171918, -0.542732], [-8.567812, 4.155259, -2.814293], [-9.827227, 3.941549, -0.642056], [-8.475029, 4.295246, 0.380119], [-7.968619, 4.265442, -3.614792], [-9.533692, 3.924596, -2.956844], [1.202863, -5.333767, -2.505774], [1.329488, -4.819757, -1.400384], [2.073732, -6.262626, -2.984141], [0.188048, -5.021235, -3.343006], [1.988688, -6.696150, -3.885089], [2.841968, -6.521489, -2.388325], [-0.479046, -4.336510, -3.022038], [0.066914, -5.429602, -4.251406], [-2.728801, -3.659838, -4.872163], [-2.697376, -4.446047, -3.936493], [-3.280215, -3.972317, -6.073434], [-2.213370, -2.407439, -4.788231], [-3.315837, -3.341613, -6.852936], [-3.672741, -4.893605, -6.172301], [-1.797104, -2.142629, -3.909580], [-2.226111, -1.744928, -5.541809], [-1.099062, 0.930345, 4.488225], [0.086759, 1.217981, 4.572623], [-1.890547, 0.745310, 5.573176], [-1.715096, 0.771649, 3.291121], [-2.864067, 0.508506, 5.520713], [-1.462748, 0.854861, 6.477406], [-1.143608, 0.899582, 2.475393], [-2.683468, 0.535360, 3.182129]], "forces_ev_per_angstrom": [[-0.09, -0.62, -0.97], [0.40, -1.25, 0.68], [1.19, 1.34, 0.34], [-0.90, -0.11, -0.05], [-1.49, -1.90, 3.29], [-1.29, 2.54, -0.93], [-0.97, 1.47, 1.35], [1.00, 0.29, 0.77], [-1.09, -0.65, -0.65], [1.07, 0.39, -0.46], [0.11, 0.79, 0.21], [-0.03, -0.78, -0.38], [0.57, 0.71, -0.22], [1.72, -1.66, -1.05], [-0.91, 0.07, -1.85], [-0.64, 1.14, 0.66], [-0.55, -1.05, 1.05], [0.31, -0.20, 0.78], [1.43, -0.72, -0.48], [-0.17, 1.26, -1.15], [0.33, -1.11, -0.82], [0.19, 1.27, -0.94], [-0.49, -1.15, 0.20], [-0.22, -0.39, 1.37], [-0.94, -0.48, -0.78], [0.04, -0.51, 1.47], [1.56, 0.23, -0.26], [-0.37, 0.83, -0.84], [0.19, 0.09, 0.13], [-0.07, -0.04, -0.06], [-0.48, -0.49, -0.19], [0.27, -0.24, 0.07], [0.04, 0.00, 0.06], [0.06, 0.13, -0.06], [-0.15, 0.20, -0.21], [-0.05, 0.11, 0.17], [-0.56, 0.54, 0.19], [0.41, -0.10, -0.01], [-0.38, -0.41, -0.57], [0.60, -0.74, 0.02], [0.13, 0.09, -0.05], [-0.01, 0.06, 0.18], [-0.12, 0.05, 0.10], [-0.12, 0.02, -0.12], [-0.21, -0.01, -0.02], [0.19, 0.56, 0.30], [0.05, 0.35, 0.47], [0.15, -0.49, -0.46], [-0.07, -0.03, -0.01], [0.09, -0.03, -0.13], [-0.01, 0.10, 0.01], [-0.10, 0.05, 0.03], [-0.37, 0.34, 0.21], [0.35, 0.19, -0.12], [0.70, -0.11, 0.03], [-0.09, -0.17, -0.41], [-0.05, -0.07, -0.04], [-0.13, 0.06, 0.09], [-0.14, 0.10, 0.25], [0.04, -0.08, -0.02], [0.22, 0.03, 0.00], [0.02, -0.07, 0.05], [-0.15, -0.05, 0.58], [-0.01, -0.01, -0.58], [0.07, 0.02, -0.02], [-0.06, 0.01, -0.14], [-0.09, -0.03, 0.13], [0.07, 0.03, 0.04], [-0.31, 0.00, -0.25], [0.34, 0.29, 0.15], [0.65, -0.21, 0.10], [-0.04, 0.46, 0.09], [-0.07, 0.00, 0.08], [-0.16, -0.06, -0.07], [-0.16, -0.32, -0.17], [-0.13, -0.04, 0.11], [-0.15, 0.01, -0.01], [0.17, 0.01, 0.03], [-0.19, -0.43, -0.33], [0.35, 0.32, 0.23], [-0.02, -0.01, 0.08], [0.02, 0.15, 0.01], [-0.12, 0.11, -0.23], [-0.07, -0.04, 0.06], [-0.06, -0.06, 0.08], [-0.06, 0.04, -0.03], [0.05, 0.06, 0.50], [0.04, -0.07, -0.51], [0.07, 0.01, -0.02], [-0.09, -0.05, -0.11], [-0.15, 0.06, -0.06], [0.07, 0.05, 0.04]]}